[1]
Entry from the OMol25 dataset: a structure of composition C25H29ClF6N3O2SiTi (ωB97M-V/def2-TZVPD).

Each line ends with the natural charge from an NBO analysis.
CARTESIAN COORDINATES (ANGSTROEM)
Ti (-0.23766, 0.26984, -1.18121)  1.547
Cl (1.40637, 0.63870, -2.69598)  -0.342
Si (-1.40424, -1.00383, 1.82858)  1.832
F (-3.11239, 2.05229, -0.77757)  -0.316
F (-1.55925, 1.10252, -3.76280)  -0.300
F (-3.26020, 3.08931, -2.66824)  -0.296
F (-0.78316, 2.62733, -2.37082)  -0.313
F (-3.86930, 1.02741, -2.53030)  -0.301
F (-1.09690, -1.26495, -2.44983)  -0.318
O (6.25090, -0.48375, 2.42164)  -0.723
O (5.38342, -3.16907, 0.21172)  -0.573
N (5.04393, -0.93917, 0.52771)  -0.615
N (1.04630, -1.55671, -0.74846)  -0.517
N (-1.44745, -0.49838, 0.08792)  -1.134
C (1.53393, 3.86360, -0.49530)  -0.217
C (-3.87294, -1.10566, -0.15747)  -0.167
C (0.32557, 4.52367, -0.24132)  0.097
C (0.63642, 1.82496, 0.42085)  -0.422
C (-2.08118, -2.73658, 1.96607)  -1.143
C (0.53801, -2.78381, -0.59341)  0.058
C (-0.56280, 2.49307, 0.71194)  -0.149
C (0.16391, 5.96112, -0.62870)  -0.648
C (6.36720, -0.66877, 1.02323)  0.088
C (2.64342, -3.66984, 0.07791)  -0.089
C (-1.53193, 1.47615, -2.46620)  0.263
C (-2.97322, 1.91577, -2.10930)  0.916
C (4.64441, -2.21175, 0.24536)  0.663
C (2.34924, -1.37816, -0.49316)  0.072
C (-3.34265, -2.00693, -2.75201)  -0.234
C (-2.56566, -1.00859, -0.63947)  0.044
C (-2.40526, 0.19208, 2.86045)  -1.152
C (3.17708, -2.39416, -0.05309)  -0.164
C (1.69750, 2.54000, -0.16174)  -0.115
C (1.30225, -3.86495, -0.19744)  -0.194
C (-0.71126, 3.82438, 0.37077)  -0.212
C (-2.38733, -1.46075, -1.93753)  0.314
C (0.33545, -1.04357, 2.50868)  -1.147
C (-4.87584, -1.65675, -0.93876)  -0.198
C (-4.62060, -2.11582, -2.22492)  -0.186
H (6.75829, 0.23144, 0.54322)  0.165
H (0.83401, 0.84836, 0.87212)  0.248
H (4.34013, -0.26957, 0.79376)  0.391
H (-1.60921, -3.42393, 1.26121)  0.238
H (0.22626, -1.44288, 3.52241)  0.267
H (-1.64645, 4.32786, 0.57838)  0.235
H (6.98887, -1.52683, 0.77031)  0.204
H (-5.87751, -1.72089, -0.53605)  0.235
H (0.83044, -0.07926, 2.62424)  0.239
H (3.29377, -4.47834, 0.38484)  0.263
H (-1.37103, 1.97318, 1.20384)  0.243
H (-3.30547, 0.55667, 2.36449)  0.246
H (2.73710, -0.38695, -0.69185)  0.225
H (-3.09409, -2.31092, -3.75923)  0.256
H (0.36205, 6.09082, -1.69351)  0.244
H (-0.51674, -2.90433, -0.79493)  0.217
H (7.10965, -0.23592, 2.78054)  0.483
H (0.84339, -4.83924, -0.10756)  0.238
H (0.99633, -1.72748, 1.97584)  0.241
H (-1.85743, -3.10187, 2.97197)  0.257
H (-5.41407, -2.53794, -2.82483)  0.239
H (-2.71797, -0.31604, 3.77656)  0.262
H (0.87919, 6.58308, -0.08791)  0.242
H (-1.81758, 1.05944, 3.16705)  0.247
H (2.34675, 4.40382, -0.96374)  0.235
H (2.64004, 2.04808, -0.36038)  0.226
H (-4.10520, -0.74223, 0.83346)  0.222
H (-0.83917, 6.32426, -0.41713)  0.230
H (-3.15849, -2.80265, 1.82504)  0.255

Cartesian forces (eV/Å) of the 2 atoms listed first:
0.2766 0.0797 0.0416
-0.0326 -0.0007 -0.0702

Computed properties:
Kohn-Sham gap ... 7.504 eV
LUMO ... -4.30 eV
Total charge ... +1
E ... -94779.18925 eV
HOMO ... -11.8 eV

***

[2]
Entry from the OMol25 dataset: a structure of composition C25H29IrN6O3 in a non-equilibrium geometry (ωB97M-V/def2-TZVPD).

Each line ends with the natural charge from an NBO analysis.
CARTESIAN COORDINATES (ANGSTROEM)
Ir (-0.47478, 0.74123, 0.26303)  1.713
O (0.80713, 1.68340, -1.34012)  -0.702
O (0.74237, -1.02048, -0.49176)  -0.689
O (1.85817, 0.89591, 0.96307)  -0.543
N (2.25566, -2.60360, 0.08205)  -0.337
N (-2.19655, 0.01414, -1.06746)  -0.166
N (2.66644, 2.73150, -2.08152)  -0.336
N (-1.48160, -1.04867, 1.19867)  -0.534
N (-1.63399, 2.50132, -0.62320)  -0.513
N (-2.75093, 0.80985, -1.82948)  -0.071
C (-2.41582, 2.14072, -1.66812)  0.259
C (1.98139, 2.09265, -1.15560)  0.661
C (-3.15660, -2.07316, -1.91321)  -0.141
C (-0.59404, -0.47714, 3.34644)  -0.233
C (2.46026, -0.38806, 1.05695)  -0.166
C (-1.89922, 4.78378, -1.24601)  -0.200
C (-1.55414, -1.40289, 5.34023)  -0.078
C (-2.47633, -1.31851, -0.95373)  0.020
C (-2.51203, -1.98511, 3.20991)  -0.213
C (-2.23140, -3.27592, 0.45242)  -0.236
C (1.57821, -3.64271, -0.69860)  -0.425
C (-2.87971, -4.01465, -0.51623)  -0.132
C (2.07507, 2.99794, -3.39509)  -0.427
C (-3.35973, -3.41708, -1.68899)  -0.157
C (1.77111, -1.38222, 0.13931)  0.655
C (-2.51161, -2.07961, 4.57931)  -0.170
C (-2.04441, -1.89454, 0.27968)  0.227
C (3.95123, 3.38566, -1.84714)  -0.423
C (-1.39947, 3.79067, -0.41074)  0.080
C (-1.52536, -1.20021, 2.54777)  0.248
C (2.60176, 1.86367, 0.21858)  -0.162
C (-2.66863, 4.41791, -2.33854)  -0.102
C (-2.94817, 3.07316, -2.54452)  -0.154
C (3.46481, -3.00353, 0.80502)  -0.434
C (-0.60127, -0.59089, 4.71104)  -0.178
H (0.11938, -0.05660, 5.31524)  0.252
H (-3.02002, -5.07777, -0.37164)  0.258
H (-3.87258, -4.01896, -2.42641)  0.262
H (3.79950, 4.45237, -1.67220)  0.235
H (2.34717, -0.73222, 2.08851)  0.247
H (1.20018, -4.41166, -0.02364)  0.227
H (1.92712, 4.07166, -3.52024)  0.230
H (-3.27675, -2.66335, 5.07319)  0.260
H (0.75493, -3.20937, -1.25517)  0.238
H (2.57804, 2.79938, 0.78105)  0.249
H (2.28153, -4.09977, -1.39201)  0.243
H (2.75644, 2.65249, -4.17103)  0.242
H (3.31776, -2.96340, 1.88581)  0.225
H (-3.57964, 2.72358, -3.34994)  0.275
H (-1.83947, -3.76071, 1.33613)  0.243
H (-1.69516, 5.82235, -1.02676)  0.269
H (4.57093, 3.27583, -2.73431)  0.249
H (4.32044, -2.38059, 0.54415)  0.226
H (-1.56402, -1.48899, 6.41834)  0.257
H (-3.48897, -1.58534, -2.82003)  0.259
H (3.63970, 1.54668, 0.13035)  0.231
H (1.12716, 2.48448, -3.49457)  0.238
H (-0.80948, 4.05103, 0.46001)  0.224
H (4.48590, 2.96626, -0.99939)  0.216
H (0.14324, 0.14449, 2.84562)  0.195
H (-3.05793, 5.17119, -3.01037)  0.270
H (3.52741, -0.34019, 0.83718)  0.238
H (-3.29738, -2.45107, 2.63302)  0.245
H (3.70673, -4.02636, 0.53571)  0.259

Cartesian forces (eV/Å) of the 2 atoms listed first:
-0.5404 -0.4805 -1.2619
-0.1844 -0.2271 0.2045

Computed properties:
Kohn-Sham gap (alpha / beta) ... 6.510 / 5.217 eV
LUMO (alpha / beta) ... -9.91 / -11.92 eV
Total charge ... +3
⟨S²⟩ ... 8.8147
Spin multiplicity ... 6
E ... -44287.44909 eV
HOMO (alpha / beta) ... -16.4 / -17.1 eV

***

[3]
Entry from the OMol25 dataset: a structure of composition C25H29KN4O6S2 in a non-equilibrium geometry (ωB97M-V/def2-TZVPD).

Each line ends with the natural charge from an NBO analysis.
CARTESIAN COORDINATES (ANGSTROEM)
K (0.55870, 0.12365, -0.19575)  0.899
S (3.41179, -0.03953, 1.42722)  2.284
S (0.79491, -0.59205, -3.56796)  1.261
O (3.14588, -1.36576, -1.93180)  -0.662
O (0.02628, 0.20141, -2.51171)  -1.044
O (-4.10939, 6.08617, -1.14651)  -0.600
O (0.25345, 0.36209, 2.66227)  -0.777
O (2.80772, 1.29188, 1.45907)  -0.994
O (3.45251, -0.72406, 2.69481)  -0.952
N (-1.49628, -2.05213, -0.33704)  -0.460
N (-1.43294, 2.05012, 0.05384)  -0.442
N (2.70304, -0.88926, 0.27640)  -0.976
N (-4.48743, 5.99732, 1.07289)  -0.811
C (-0.15956, -0.38240, -5.09608)  -0.617
C (-2.40808, -3.88499, -1.58103)  -0.273
C (4.91607, -0.50524, -0.55016)  -0.145
C (0.20913, -0.85967, 3.40797)  -0.068
C (7.30452, 0.48068, 0.40055)  -0.199
C (-3.05729, 4.30774, 0.02498)  -0.118
C (2.13192, 0.46886, -4.15804)  -0.599
C (-2.69630, -3.78390, 0.78385)  -0.258
C (-1.98417, -2.59074, 0.78900)  0.239
C (-2.47409, 3.84208, -1.14149)  -0.212
C (0.72354, 0.33558, -6.11540)  -0.408
C (1.57240, 1.30731, -5.29890)  -0.415
C (6.02609, -0.57681, -1.36844)  -0.173
C (-1.68411, -1.82678, 2.04911)  -0.444
C (7.22731, -0.07812, -0.87528)  -0.203
C (-3.93076, 5.53958, -0.07697)  0.652
C (5.00783, 0.05159, 0.70575)  -0.246
C (-1.98650, 2.50808, 1.17499)  0.021
C (6.18530, 0.55468, 1.22150)  -0.205
C (-2.90980, -4.44055, -0.41584)  -0.158
C (-2.80534, 3.62617, 1.20629)  -0.190
C (-1.71153, -2.69128, -1.48584)  0.055
C (-1.67175, 2.71442, -1.08044)  0.031
C (3.50329, -0.98028, -0.82556)  0.636
C (-0.23016, -1.99632, 2.50840)  -0.415
H (-1.74610, 1.96326, 2.08198)  0.217
H (2.47414, 1.01812, -3.28272)  0.256
H (0.41960, -2.04549, 1.62964)  0.218
H (8.25328, 0.85893, 0.75927)  0.217
H (-3.07633, -4.18587, 1.71484)  0.216
H (-4.33114, 5.57029, 1.96442)  0.394
H (-1.00049, 0.23713, -4.77658)  0.245
H (-0.10377, -2.94916, 3.03088)  0.209
H (5.94537, -1.01801, -2.35367)  0.230
H (-0.51024, -0.72389, 4.22116)  0.160
H (0.12491, 0.82501, -6.88327)  0.225
H (0.94760, 2.10930, -4.89885)  0.212
H (6.23646, 0.98068, 2.21435)  0.233
H (1.18524, -1.06246, 3.84705)  0.205
H (-1.87280, -0.77034, 1.83964)  0.228
H (-1.20053, 2.31042, -1.97077)  0.215
H (-1.30722, -2.21676, -2.37358)  0.190
H (1.37410, -0.38267, -6.62115)  0.205
H (2.36731, 1.76892, -5.88434)  0.224
H (-3.46060, -5.37302, -0.44120)  0.216
H (1.17748, 0.62911, 2.54556)  0.501
H (2.93871, -0.19567, -4.47252)  0.242
H (-2.55105, -4.35954, -2.54244)  0.219
H (-5.05576, 6.82352, 1.01655)  0.409
H (-0.53286, -1.35322, -5.41789)  0.234
H (-3.21620, 3.92983, 2.16025)  0.195
H (8.11907, -0.12758, -1.48689)  0.216
H (-2.65314, 4.36099, -2.07247)  0.246
H (-2.36692, -2.12355, 2.84880)  0.206

Cartesian forces (eV/Å) of the 2 atoms listed first:
-1.1840 0.4211 0.6482
-0.1654 0.0442 0.1452

Computed properties:
Kohn-Sham gap ... 9.023 eV
LUMO ... 0.23 eV
E ... -82638.64800 eV
HOMO ... -8.8 eV

***

ΔE to the lowest compared entry with this formula, charge and spin values, unit kcal/mol, following the record order: 5.0, 5.3, 5.9.